1.
C7H23CaNO3P | ωB97M-V with the def2-TZVPD basis set

Output
Orbital gap (alpha / beta): 2.76 / 3.48 eV
Spin multiplicity: 1
Net charge: -1

Atoms and positions in Å:
C (-1.4075, 1.4360, -3.6513)
Ca (-1.1740, 1.7124, -0.4317)
N (-3.5614, 1.8503, -0.4468)
H (-0.2051, -0.4722, -2.7580)
H (-0.4092, -0.0545, -3.3911)
H (-0.7867, 1.3416, -4.5492)
H (-1.4221, 2.4798, -3.3006)
H (-2.4039, 1.0139, -3.8002)
H (-3.6669, 2.5494, 0.2779)
H (-4.0093, 0.9988, -0.1252)
H (-4.0197, 2.1831, -1.3125)
C (3.0037, 1.7914, 0.3191)
C (1.7800, 1.0197, -0.0819)
O (0.6333, 1.5078, 0.8507)
P (-0.4165, 0.7449, 1.9936)
O (0.4702, -0.3262, 2.7455)
C (1.8655, -0.7726, 2.7205)
C (2.0242, -2.0163, 1.8865)
O (-1.1964, -0.2204, 0.7457)
C (-1.4844, -1.7511, 0.8556)
C (-1.1284, -2.4048, -0.4451)
H (2.7404, 2.8208, 0.5100)
H (3.7489, 1.7708, -0.4791)
H (3.4484, 1.3559, 1.2215)
H (1.4578, 1.2232, -1.1158)
H (1.8450, -0.0614, 0.0303)
H (2.5554, 0.0470, 2.4271)
H (2.0250, -1.0010, 3.7761)
H (1.9144, -1.8576, 0.8111)
H (3.0281, -2.4109, 2.0679)
H (1.2907, -2.7603, 2.2179)
H (-0.8840, -2.1036, 1.6949)
H (-2.5413, -1.8382, 1.1025)
H (-0.0859, -2.2278, -0.7271)
H (-1.2552, -3.4950, -0.3722)
H (-1.7731, -2.0733, -1.2667)

---

2.
C7H23FN7O4Sr | ωB97M-V with the def2-TZVPD basis set

Output
Orbital gap (alpha / beta): 6.86 / 3.42 eV
Spin multiplicity: 2
<S²>: 0.755
Net charge: +2

Atoms and positions in Å:
Sr (2.2976, 1.4324, 0.0937)
F (0.7583, -0.5212, 0.6240)
C (1.9394, 3.4322, -3.0114)
C (0.6728, 2.7109, -2.6378)
C (0.6321, 1.2627, -3.1037)
O (1.5733, 0.5115, -2.3792)
C (1.4599, -0.9545, -2.5674)
N (0.5075, 2.7691, -1.1379)
H (1.8755, 3.3179, -4.0935)
H (2.9717, 3.1193, -2.8547)
H (1.7672, 4.4126, -2.5672)
H (-0.1452, 3.2721, -3.0896)
H (0.7374, 1.3485, -4.1853)
H (-0.3988, 0.9862, -2.8824)
H (0.8221, -1.4393, -1.8283)
H (2.4597, -1.3842, -2.5045)
H (1.1858, -1.2240, -3.5874)
H (0.7101, 3.7230, -0.8748)
H (-0.4947, 2.7338, -1.0182)
C (0.7167, -4.2603, -0.1023)
O (1.8906, -4.1647, -0.4588)
N (0.1112, -5.4576, -0.0416)
N (-0.0011, -3.3070, 0.3417)
H (0.4490, -6.3433, -0.3903)
H (-0.8237, -5.4606, 0.3406)
H (0.3791, -2.4048, 0.5900)
H (-0.9875, -3.4964, 0.4477)
C (-2.0790, 1.7958, 1.8825)
O (-1.3071, 2.2493, 2.6988)
N (-1.7391, 1.0243, 0.8852)
N (-3.2897, 2.1254, 1.7594)
H (-2.4892, 0.5769, 0.3779)
H (-0.7696, 0.7653, 0.7706)
H (-3.7119, 2.0748, 0.8433)
H (-3.8389, 2.6694, 2.4094)
C (-0.5451, -1.2949, 4.3124)
O (-0.6458, -2.0488, 5.2561)
N (0.2147, -1.5468, 3.3093)
N (-1.1404, -0.1631, 4.2122)
H (0.2001, -0.9659, 2.4832)
H (0.8597, -2.3240, 3.3007)
H (-0.7926, 0.5798, 3.6230)
H (-1.9919, -0.1320, 4.7545)

---

3.
C7H23N7O12S2V | ωB97M-V with the def2-TZVPD basis set

Output
Orbital gap: 7.65 eV
Spin multiplicity: 3
<S²>: 2.012
Net charge: -1

Atoms and positions in Å:
V (-0.5840, -0.3917, 0.0315)
S (-2.5828, -2.3855, -0.1233)
O (-3.9378, -2.3124, 0.4457)
O (-1.5518, -2.0105, 0.8985)
O (-2.1779, -3.6080, -0.7499)
O (-2.1886, -1.1918, -0.9268)
S (2.2389, 1.4020, -0.0203)
O (2.4053, 1.9649, -1.3857)
O (0.8489, 0.9306, 0.1811)
O (3.2309, 0.3446, 0.1531)
O (2.4933, 2.4949, 0.9460)
C (-2.6350, 2.1082, 3.1566)
C (-1.4825, 1.5602, 2.2761)
C (-0.6205, 0.6067, 3.1214)
O (0.0242, -0.3877, 2.3155)
C (1.0874, -0.9106, 3.1202)
N (-2.0279, 0.7430, 1.1944)
H (-3.5057, 1.4517, 3.1555)
H (-2.9083, 3.0940, 2.7719)
H (-2.4193, 2.3154, 4.2071)
H (-0.8425, 2.3675, 1.9215)
H (-1.3008, 0.1310, 3.8354)
H (0.0601, 1.2615, 3.6701)
H (1.9177, -0.2121, 2.9998)
H (1.4249, -1.8549, 2.6922)
H (0.7828, -1.1502, 4.1395)
H (-2.6151, 0.0645, 1.6766)
H (-2.6452, 1.3911, 0.7170)
C (1.9117, -2.6918, -0.1611)
O (0.9817, -1.9696, 0.1716)
N (3.1933, -2.2912, -0.2160)
N (1.8461, -4.0420, -0.3329)
H (4.0645, -2.7741, -0.2983)
H (3.2055, -1.2691, -0.0683)
H (0.9059, -4.4019, -0.4378)
H (2.6252, -4.5748, -0.6642)
C (0.8180, -0.8561, -3.0601)
O (0.3843, -0.7314, -1.9264)
N (0.6975, 0.0594, -4.0523)
N (1.5279, -1.9180, -3.5152)
H (0.2264, 0.9408, -3.9434)
H (1.1946, -0.1429, -4.8935)
H (1.8196, -2.6023, -2.8371)
H (1.8171, -1.9440, -4.4692)
C (-1.0703, 2.3790, -1.8668)
O (-1.3267, 1.2925, -1.3553)
N (0.1272, 2.8249, -2.2502)
N (-1.9978, 3.3894, -1.9225)
H (0.9989, 2.3257, -2.0073)
H (0.2638, 3.8191, -2.2066)
H (-1.8032, 4.0948, -2.6084)
H (-2.9000, 3.2675, -1.4991)

---

4.
C7H24B2InO6S2 | ωB97M-V with the def2-TZVPD basis set

Output
Orbital gap: 5.75 eV
Spin multiplicity: 1
Net charge: -1

Atoms and positions in Å:
C (0.9120, 0.5810, 3.1758)
C (-0.2969, 0.7496, 2.2699)
O (-1.4109, 0.0898, 2.8377)
B (-2.3339, -0.6618, 2.1183)
O (-3.5707, -0.6932, 2.7574)
In (-1.8919, -2.0228, 0.2950)
B (0.1077, -3.1156, 0.7631)
O (0.2403, -4.4508, 1.1221)
O (1.3294, -2.4225, 0.8676)
C (1.7474, -1.6029, -0.2094)
H (0.8890, 1.2594, 4.0311)
H (1.8411, 0.7236, 2.6223)
H (0.8900, -0.4437, 3.5511)
H (-0.5702, 1.8041, 2.1588)
H (-0.0844, 0.3682, 1.2664)
H (-3.4748, -0.4965, 3.6973)
H (-1.6467, -1.1155, -1.1989)
H (-3.2390, -3.1555, 0.0858)
H (1.0242, -4.5757, 1.6740)
H (1.6397, -0.5395, 0.0148)
H (2.8050, -1.8157, -0.3960)
H (1.1834, -1.8070, -1.1219)
C (5.2140, 0.6015, 0.9117)
S (4.2062, 2.0652, 0.6350)
O (2.9241, 1.6021, 0.0636)
C (5.1797, 2.7272, -0.7279)
H (4.7284, 0.0295, 1.7002)
H (5.2451, 0.0138, -0.0057)
H (6.2145, 0.9002, 1.2251)
H (5.2229, 1.9847, -1.5247)
H (6.1785, 2.9852, -0.3754)
H (4.6659, 3.6202, -1.0777)
C (-3.9344, 0.6236, -4.5088)
S (-4.2307, 1.6253, -3.0382)
O (-3.0823, 1.3860, -2.1429)
C (-5.5711, 0.6084, -2.3932)
H (-3.0807, 1.0614, -5.0225)
H (-3.6929, -0.3894, -4.1874)
H (-4.8114, 0.6407, -5.1569)
H (-5.1907, -0.4019, -2.2422)
H (-6.4183, 0.6231, -3.0801)
H (-5.8566, 1.0365, -1.4344)

---

5.
C7H24CoN4O5 | ωB97M-V with the def2-TZVPD basis set

Output
Orbital gap (alpha / beta): 4.27 / 4.97 eV
Spin multiplicity: 4
<S²>: 3.778

Atoms and positions in Å:
O (-0.7399, -1.6735, -4.3575)
H (-0.9847, -2.1584, -5.1676)
Co (0.0670, -0.1491, -0.0169)
N (1.4486, -0.4981, 1.1383)
N (1.4438, -0.4523, -1.2434)
O (1.5242, -0.4101, 2.5479)
O (1.4031, -0.1710, -2.6239)
C (2.6759, -0.7614, 0.6539)
C (2.6992, -0.6374, -0.7629)
C (3.7239, -1.0085, 1.6506)
C (3.8722, -0.7662, -1.6463)
H (3.3220, -1.3474, 2.6052)
H (4.3074, -0.1081, 1.8629)
H (4.4500, -1.7419, 1.3102)
H (3.7003, -0.2998, -2.6172)
H (4.1331, -1.8135, -1.8303)
H (4.7624, -0.3135, -1.2095)
H (0.6357, -0.2606, 2.9213)
H (0.7291, -0.7834, -3.0112)
O (1.0242, 2.6549, 0.0019)
H (1.8180, 2.7040, 0.5744)
H (1.3721, 2.9898, -0.8513)
C (-1.3193, -2.4118, -3.2776)
H (-2.1057, -1.8054, -2.8095)
H (-0.5284, -2.5105, -2.5269)
H (-1.7153, -3.3865, -3.6183)
O (-1.1009, -2.3480, 0.8512)
H (-0.4436, -2.9647, 1.2377)
H (-1.7963, -2.3016, 1.5362)
N (-1.4564, 0.5189, -1.3645)
C (-2.3337, 1.5482, -0.7373)
C (-2.6204, 1.1698, 0.6802)
N (-1.3328, 0.7496, 1.3142)
H (-1.0909, 0.8606, -2.2576)
H (-2.0224, -0.3051, -1.5857)
H (-1.8023, 2.4952, -0.7685)
H (-3.2537, 1.6726, -1.3102)
H (-3.0669, 1.9993, 1.2377)
H (-3.3098, 0.3299, 0.7141)
H (-0.8148, 1.5959, 1.5581)
H (-1.5226, 0.2537, 2.1881)

---

6.
C7H24IN6O7 | ωB97M-V with the def2-TZVPD basis set

Output
Orbital gap: 8.11 eV
Spin multiplicity: 1
Net charge: -1

Atoms and positions in Å:
I (0.0418, 0.3183, -0.5598)
C (-1.4696, -3.1298, -0.9381)
C (-2.7347, -2.3381, -0.5307)
O (-2.7832, -1.7682, 0.7636)
O (-1.5088, -4.4637, -0.3234)
H (-0.5947, -2.6821, -0.4668)
H (-1.2349, -3.0724, -2.0009)
H (-3.6298, -2.9348, -0.7063)
H (-2.8286, -1.5928, -1.3205)
H (-1.9994, -1.2148, 0.7310)
H (-0.9100, -4.5445, 0.4227)
C (2.3190, 0.6025, 3.3042)
C (1.6425, -0.6597, 3.7299)
O (1.5390, -1.5616, 2.6223)
O (1.4421, 1.4336, 2.5791)
H (3.2510, 0.5111, 2.7465)
H (2.5757, 1.1307, 4.2225)
H (0.6152, -0.4097, 3.9951)
H (2.1493, -1.2061, 4.5254)
H (2.2796, -2.1720, 2.5984)
H (1.2730, 0.9542, 1.7647)
C (0.1580, 4.1579, -2.4018)
O (0.0750, 5.1981, -3.0989)
N (0.0801, 2.9758, -2.8808)
N (0.1110, 4.1109, -1.0944)
H (-0.2373, 2.2045, -2.3111)
H (-0.2592, 2.8951, -3.8287)
H (0.3602, 4.9712, -0.6276)
H (0.0648, 3.1948, -0.6716)
C (2.1132, -2.7426, -3.2432)
O (1.9121, -3.5050, -2.2498)
N (2.2451, -1.4147, -3.1690)
N (2.1923, -3.0958, -4.5149)
H (1.9065, -1.1019, -2.2703)
H (2.2773, -0.8795, -4.0250)
H (1.9755, -4.0742, -4.6403)
H (2.4326, -2.4462, -5.2500)
C (-2.5765, 2.5192, 2.5510)
O (-3.4504, 3.1617, 2.8999)
N (-1.9763, 1.5824, 3.2080)
N (-1.8631, 2.7848, 1.4583)
H (-1.1134, 1.1529, 2.9061)
H (-2.4619, 1.2849, 4.0421)
H (-0.9836, 2.4199, 1.1216)
H (-2.4162, 3.4455, 0.9314)